The following is a quantum chemistry calculation of C30H42O24S6 as an isolated structure at a distorted geometry, from OMol25.

Positions of all 102 atoms, in Å:
S1 1.891 3.490 -3.473
S2 5.191 -0.823 1.961
S3 2.562 1.461 1.313
S4 0.903 -2.407 2.499
S5 0.745 -0.175 -1.368
S6 -0.687 2.670 0.872
O1 1.721 2.639 -4.629
O2 0.181 3.383 -0.320
O3 3.555 -1.097 2.086
O4 3.953 1.112 1.658
O5 4.857 -0.231 0.421
O6 2.347 -2.072 2.364
O7 1.691 0.102 1.561
O8 3.010 2.957 -2.464
O9 0.125 -0.458 -2.677
O10 0.621 3.265 -2.498
O11 0.699 -3.554 3.614
O12 2.070 4.976 -3.642
O13 -0.154 -1.306 2.579
O14 -0.011 1.546 1.482
O15 -0.084 1.048 -0.623
O16 2.185 0.118 -1.369
O17 0.276 -1.172 -0.156
O18 -2.118 2.564 0.607
O19 1.771 2.124 2.600
O20 5.940 -2.075 1.970
O21 2.294 2.202 0.083
O22 -0.417 4.102 1.831
O23 5.597 0.220 2.923
O24 0.445 -3.526 1.296
C1 -3.098 -2.443 -1.842
C2 3.650 -0.679 -0.162
C3 -1.842 -1.926 -1.616
C4 1.463 -0.150 2.918
C5 1.232 4.232 0.079
C6 -1.532 0.110 -3.030
C7 -3.264 0.635 0.847
C8 -2.132 -3.921 -3.517
C9 0.638 4.933 1.336
C10 -0.280 -4.425 3.293
C11 -0.738 -2.389 -2.287
C12 0.992 1.208 3.298
C13 -0.327 -0.579 0.962
C14 -1.026 0.588 0.301
C15 -0.151 -4.741 1.784
C16 -2.871 1.395 -1.509
C17 0.876 2.195 -1.676
C18 2.393 2.175 -1.489
C19 -3.290 -3.525 -2.751
C20 -2.676 0.401 2.085
C21 2.946 -1.497 0.910
C22 -1.399 1.135 -3.904
C23 -2.266 -0.844 2.432
C24 -2.259 0.208 -1.826
C25 -3.195 -1.713 0.365
C26 -2.749 2.468 -2.393
C27 -2.629 -1.949 1.661
C28 -0.898 -3.366 -3.259
C29 -2.083 2.354 -3.627
C30 -3.557 -0.433 0.069
H1 -3.582 1.616 0.525
H2 3.176 -2.552 0.757
H3 -3.330 3.357 -2.194
H4 2.797 2.678 -0.610
H5 -1.085 -0.868 -3.129
H6 -4.256 -3.954 -2.974
H7 2.351 -0.487 3.453
H8 0.368 -5.632 1.431
H9 -2.024 3.192 -4.305
H10 2.047 3.606 0.442
H11 3.925 -1.327 -0.993
H12 -0.103 -3.829 -3.825
H13 -3.613 1.464 -0.728
H14 0.402 2.392 -0.714
H15 -1.413 1.243 1.082
H16 2.700 1.130 -1.447
H17 1.486 4.876 -0.763
H18 1.107 1.281 4.379
H19 -0.424 -5.341 3.865
H20 -1.681 -1.150 -0.881
H21 0.204 -1.894 -2.106
H22 1.856 -1.507 0.897
H23 0.252 5.926 1.103
H24 -2.019 -4.620 -4.332
H25 -1.191 -4.747 1.459
H26 -2.311 -2.911 2.035
H27 3.162 0.194 -0.596
H28 -1.733 -0.977 3.362
H29 -3.992 -0.202 -0.893
H30 -3.894 -2.069 -1.215
H31 0.764 -0.981 3.004
H32 -2.534 -0.636 -1.211
H33 -1.075 -1.181 1.478
H34 -1.158 -3.794 3.433
H35 -1.866 0.153 -0.240
H36 -3.420 -2.574 -0.247
H37 0.405 -0.249 1.700
H38 -0.807 1.012 -4.799
H39 -0.068 1.376 3.108
H40 1.446 4.963 2.066
H41 0.491 1.259 -2.080
H42 -2.448 1.223 2.747

Its charge is 0. Its spin multiplicity is 1. As for the HOMO-LUMO gap: 6.3 eV. The calculation puts the HOMO energy at -7.02 eV. Its largest force on an atom is 19.5 eV/A.

The following is a quantum chemistry calculation of a 4-piece molecular cluster, C30H42O7P overall at a distorted geometry, from OMol25.

Positions of all 80 atoms, in Å:
P1 -0.171 2.109 1.574
O1 1.568 2.052 -10.085
O2 -1.105 1.992 -1.119
O3 -5.115 5.146 -4.547
O4 3.969 -0.671 5.390
O5 -0.894 1.970 -4.962
O6 3.567 -5.271 7.977
O7 2.640 -1.291 -6.121
C1 -1.581 1.992 0.246
C2 2.824 -0.814 -8.414
C3 3.300 -2.935 8.033
C4 -0.122 -1.699 2.021
C5 -3.411 -0.726 2.394
C6 -2.360 -3.107 2.177
C7 4.133 -4.162 5.982
C8 1.810 0.744 3.247
C9 1.240 2.166 2.912
C10 3.403 -1.777 7.383
C11 3.659 -4.216 7.383
C12 -4.145 4.418 -4.636
C13 -3.299 4.111 -3.464
C14 -1.874 -0.305 -1.747
C15 4.235 -3.004 5.332
C16 2.394 -0.523 -7.027
C17 2.553 0.027 -9.411
C18 1.653 0.737 -6.790
C19 -0.701 0.702 -1.532
C20 1.383 1.576 -7.789
C21 0.748 -1.648 3.331
C22 0.798 -0.215 3.973
C23 3.878 -1.723 5.982
C24 -2.236 3.311 -3.565
C25 -3.769 3.805 -5.931
C26 -0.822 -3.095 1.866
C27 -1.862 2.699 -4.860
C28 1.812 1.286 -9.174
C29 -2.844 -1.995 3.161
C30 -2.709 3.006 -6.036
H1 -2.420 2.549 -6.974
H2 3.365 -1.739 -8.568
H3 -0.693 3.373 2.092
H4 -2.104 -1.706 3.926
H5 -4.465 -0.535 2.656
H6 1.176 -0.376 5.010
H7 3.146 -0.831 7.842
H8 -1.538 -1.029 -2.525
H9 -2.779 0.186 -2.163
H10 0.336 0.799 1.186
H11 -0.792 -0.826 1.936
H12 -3.724 -2.415 3.701
H13 -1.096 1.412 2.502
H14 1.769 -1.993 3.051
H15 -2.971 -3.118 1.253
H16 -2.166 2.941 0.359
H17 0.320 -2.379 4.053
H18 2.121 0.232 2.308
H19 2.722 0.821 3.867
H20 -3.588 4.568 -2.526
H21 0.895 2.717 3.815
H22 -0.684 -3.440 0.818
H23 2.859 -0.169 -10.431
H24 4.389 -5.108 5.523
H25 -1.606 3.074 -2.712
H26 -0.208 0.835 -2.519
H27 4.580 -2.943 4.307
H28 -2.763 0.138 2.657
H29 2.071 2.712 2.402
H30 2.954 -2.995 9.057
H31 1.346 0.934 -5.771
H32 -0.226 0.185 4.063
H33 0.682 2.805 0.610
H34 -3.257 -0.889 1.312
H35 -2.113 -0.914 -0.856
H36 -2.294 1.164 0.462
H37 -4.400 4.043 -6.779
H38 0.055 0.240 -0.869
H39 0.594 -1.614 1.173
H40 -0.313 -3.799 2.556
H41 0.842 2.501 -7.634
H42 -2.571 -4.082 2.676

Its charge is -1. Its spin multiplicity is 1. As for the HOMO-LUMO gap: 3.5 eV. The calculation puts the HOMO energy at -3.43 eV. Its largest force on an atom is 1.7 eV/A.

The following is a quantum chemistry calculation of C30H43N4O4RuS4Te as an isolated structure at a distorted geometry, from OMol25.

Positions of all 87 atoms, in Å:
Te1 -0.362 -1.750 2.429
Ru1 0.930 -0.882 0.202
S1 0.997 -4.778 1.854
S2 -1.560 0.513 -2.013
S3 0.295 -2.699 -1.578
S4 3.327 -1.199 -1.039
O1 1.967 1.503 0.753
O2 -0.244 0.506 -1.300
O3 -0.536 0.794 1.454
O4 2.536 -0.758 2.035
N1 -0.955 2.702 2.560
N2 4.649 -0.192 2.548
N3 -2.173 -2.737 -2.479
N4 -1.897 -3.347 -0.273
C1 3.290 1.379 1.243
C2 -4.011 3.970 -0.345
C3 1.160 2.499 1.355
C4 -3.922 1.742 -1.235
C5 1.100 -5.984 3.061
C6 -1.385 -2.935 -1.425
C7 -4.069 -2.600 -0.999
C8 -2.190 2.184 3.115
C9 -0.694 3.212 -5.583
C10 2.823 -0.564 -2.663
C11 0.206 -3.681 2.964
C12 0.003 2.158 -3.552
C13 -0.654 4.081 2.877
C14 3.475 0.046 1.978
C15 -2.543 1.829 -1.254
C16 -4.658 2.823 -0.779
C17 -1.926 2.581 -5.496
C18 -2.626 4.037 -0.345
C19 -1.227 1.536 -3.471
C20 5.815 0.653 2.407
C21 -1.891 2.959 -0.801
C22 -2.200 1.733 -4.435
C23 0.571 -5.574 4.251
C24 0.065 -4.268 4.199
C25 -3.317 -3.514 -0.041
C26 4.858 -1.439 3.257
C27 3.864 -2.865 -1.508
C28 0.274 3.001 -4.615
C29 -0.189 1.929 1.796
C30 -3.613 -2.918 -2.419
H1 -0.214 4.596 2.025
H2 5.562 1.710 2.465
H3 4.137 -3.385 -0.596
H4 0.730 1.984 -2.774
H5 -3.531 -3.259 0.999
H6 -4.417 0.853 -1.594
H7 -3.822 -1.563 -0.762
H8 1.545 -6.929 2.823
H9 3.958 -2.046 3.179
H10 1.652 2.947 2.227
H11 -0.398 -3.757 5.022
H12 0.996 3.289 0.605
H13 6.512 0.424 3.211
H14 3.533 2.208 1.916
H15 4.726 -2.776 -2.166
H16 -0.814 2.988 -0.831
H17 -1.259 -3.537 0.492
H18 -2.125 4.933 -0.014
H19 5.701 -1.976 2.826
H20 -2.195 1.098 3.040
H21 -3.050 2.582 2.575
H22 -5.142 -2.741 -0.903
H23 3.051 -3.387 -2.006
H24 -2.677 2.752 -6.252
H25 0.016 4.157 3.738
H26 1.233 3.492 -4.680
H27 2.175 0.289 -2.477
H28 -4.076 -2.254 -3.152
H29 -3.881 -3.949 -2.680
H30 3.705 -0.256 -3.219
H31 -3.598 -4.559 -0.202
H32 -1.580 4.590 3.140
H33 6.311 0.462 1.452
H34 -5.736 2.769 -0.769
H35 -1.738 -2.508 -3.361
H36 -0.497 3.886 -6.401
H37 -3.160 1.250 -4.350
H38 3.968 1.406 0.381
H39 -4.592 4.816 -0.016
H40 5.062 -1.232 4.308
H41 -2.258 2.472 4.163
H42 2.275 -1.334 -3.201
H43 0.543 -6.190 5.131

Its charge is +2. Its spin multiplicity is 2. As for the HOMO-LUMO gap (alpha / beta): 5.3 / 5.4 eV. The calculation puts the HOMO energy (alpha / beta) at -11.83 / -11.79 eV. Its largest force on an atom is 1.6 eV/A.